Here is a molecular structure, C33H57ErN3O5Si at a distorted geometry from OMol25. Energies are from the ωB97M-V functional and the def2-TZVPD basis.

Calculated values
HOMO level (alpha / beta), eV: -8.131 / -8.135
⟨S²⟩: 3.753
Multiplicity: 4
Orbital gap (alpha / beta), eV: 4.0 / 4.1
Total charge: +1
E_LUMO (alpha / beta), eV: -4.132 / -4.042

Last column: Löwdin spin population.
CARTESIAN COORDINATES (ANGSTROEM)
O: -1.99 0.24 -0.66  -0.003
O: -5.33 -2.84 1.59  0.000
C: -2.88 1.36 -0.20  0.000
C: -2.91 2.49 -1.19  0.000
H: -2.46 1.68 0.77  0.000
H: -3.88 0.94 -0.02  0.000
H: -1.90 2.84 -1.45  0.000
H: -3.46 3.34 -0.77  0.000
H: -3.42 2.21 -2.12  0.000
C: -2.31 -0.25 -2.01  0.000
C: -3.73 -0.78 -2.09  0.000
H: -1.57 -1.04 -2.20  0.000
H: -2.13 0.56 -2.72  0.000
H: -3.86 -1.63 -1.40  0.000
H: -3.93 -1.13 -3.11  0.000
H: -4.46 0.00 -1.85  0.000
C: -5.20 -4.25 1.81  0.000
C: -6.67 -2.35 1.53  0.000
C: -4.84 -5.01 0.54  0.000
H: -6.12 -4.68 2.24  0.000
H: -4.38 -4.34 2.53  0.000
H: -5.63 -4.90 -0.22  0.000
H: -4.74 -6.07 0.77  0.000
H: -3.89 -4.65 0.12  0.000
C: -7.54 -2.97 0.45  0.000
H: -6.56 -1.27 1.35  0.000
H: -7.15 -2.50 2.51  0.000
H: -7.08 -2.91 -0.54  0.000
H: -8.49 -2.43 0.41  0.000
H: -7.77 -4.02 0.67  0.000
H: -3.55 -1.74 2.95  0.000
N: 1.43 0.78 -1.75  -0.001
C: 2.66 0.21 -1.81  0.000
C: 3.17 -0.68 -0.87  -0.001
C: 2.57 -1.59 0.02  0.000
C: 3.50 0.59 -2.99  0.000
H: 3.30 1.63 -3.31  0.000
H: 3.35 -0.07 -3.86  0.000
H: 4.55 0.52 -2.70  0.000
C: 3.44 -2.61 0.70  0.000
H: 3.03 -3.63 0.63  0.000
H: 3.55 -2.35 1.77  0.000
H: 4.43 -2.62 0.25  0.000
N: 1.26 -1.54 0.35  -0.007
C: 0.75 1.42 -2.82  0.000
C: 0.40 2.78 -2.72  0.000
C: 0.74 3.66 -1.56  0.000
C: -0.23 3.34 -3.84  0.000
H: -0.44 4.41 -3.82  0.000
C: -0.53 2.57 -4.96  0.000
H: -1.02 3.04 -5.81  0.000
C: -0.23 1.21 -5.01  0.000
H: -0.45 0.60 -5.88  0.000
C: 0.40 0.61 -3.92  0.000
C: 0.73 -0.85 -3.90  0.000
C: 0.63 -2.61 1.10  -0.001
C: 0.68 -2.62 2.52  0.000
C: 1.30 -1.47 3.27  0.000
C: 0.16 -3.73 3.19  0.000
H: 0.23 -3.76 4.28  0.000
C: -0.45 -4.76 2.48  0.000
H: -0.89 -5.60 3.03  0.000
C: -0.51 -4.74 1.09  0.000
H: -0.96 -5.56 0.54  0.000
C: 0.04 -3.67 0.38  0.000
C: 0.04 -3.64 -1.11  0.000
Er: -0.28 -0.01 0.67  3.020
H: -0.16 4.01 -1.05  0.000
H: 1.31 4.52 -1.90  0.000
H: 1.36 3.15 -0.82  0.000
H: 0.90 -1.21 -2.88  0.000
H: 1.64 -1.08 -4.49  0.000
H: -0.08 -1.46 -4.33  0.000
H: 1.03 -1.55 4.33  0.000
H: 0.99 -0.45 2.94  0.000
H: 2.40 -1.50 3.23  0.000
H: 1.02 -3.39 -1.53  0.000
H: -0.69 -2.93 -1.52  0.000
H: -0.24 -4.63 -1.49  0.000
H: 4.25 -0.77 -0.96  0.000
C: -2.87 -1.88 3.81  0.000
Si: -3.65 -1.43 5.47  0.000
H: -2.57 -2.94 3.81  0.000
H: -1.96 -1.28 3.65  0.000
C: -4.79 0.04 5.17  0.000
C: -2.36 -0.96 6.76  0.000
C: -4.65 -2.87 6.14  0.000
H: -5.07 -2.63 7.13  0.000
H: -4.03 -3.78 6.25  0.000
H: -5.49 -3.12 5.47  0.000
H: -4.20 0.94 4.95  0.000
H: -5.42 0.24 6.05  0.000
H: -5.44 -0.17 4.31  0.000
H: -1.61 -0.28 6.35  0.000
H: -1.84 -1.85 7.15  0.000
H: -2.84 -0.46 7.62  0.000
O: 4.05 3.11 -0.42  0.000
N: 3.75 2.02 0.10  0.000
O: 3.20 1.90 1.21  0.000
O: 0.94 1.06 -0.51  -0.006